{"formula": "C29H26F3NO6PPdS2Sb", "method": "wB97M-V/def2-TZVPD", "e_above_lowest_ev": 1.044, "orbital_gap_ha": [0.223, 0.241], "total_charge": -1, "lumo_energy_ev": [1.8, 1.8], "fmax_ev_per_a": 3.8, "total_energy_ev": -93400.6724, "s_squared": 0.756, "spin_multiplicity": 2, "species": ["Pd", "O", "C", "C", "C", "C", "C", "C", "C", "O", "N", "O", "O", "H", "H", "H", "H", "C", "C", "O", "P", "S", "S", "O", "C", "C", "H", "H", "H", "H", "H", "H", "H", "H", "H", "H", "F", "C", "C", "C", "C", "C", "C", "Sb", "C", "C", "C", "C", "F", "C", "C", "C", "C", "C", "C", "F", "C", "C", "H", "H", "H", "H", "H", "H", "H", "H", "H", "H", "H", "H"], "positions_angstrom": [[-0.8327, 1.1684, -0.2809], [1.3751, 0.8535, -0.5297], [2.2020, 1.0799, 0.4226], [1.9985, 1.1168, 1.8127], [3.0955, 1.3796, 2.6573], [2.9628, 1.3927, 4.0380], [1.7101, 1.1945, 4.6258], [0.6200, 0.9297, 3.8286], [0.7150, 0.8418, 2.4228], [-0.3205, 0.4412, 1.7657], [4.0988, 1.5813, 4.8510], [3.9469, 1.6347, 6.0776], [5.2026, 1.6705, 4.3035], [3.2454, 1.2208, 0.1110], [4.0624, 1.5748, 2.2260], [1.6272, 1.2463, 5.7011], [-0.3446, 0.7270, 4.2714], [-3.3685, 6.5136, -1.9769], [-3.3609, 5.5987, -0.7668], [-3.3861, 4.2459, -1.2189], [-2.4273, 3.1413, -0.5684], [-2.9657, 1.4375, -1.4833], [-0.4963, 3.7166, -0.6275], [-2.9755, 3.2376, 0.9574], [-2.1975, 2.7452, 2.0455], [-2.7516, 3.3009, 3.3433], [-3.3748, 7.5533, -1.6592], [-4.2457, 6.3074, -2.5853], [-2.4803, 6.3317, -2.5762], [-4.2468, 5.7591, -0.1444], [-2.4640, 5.7692, -0.1623], [-1.1530, 3.0764, 1.9136], [-2.2373, 1.6413, 2.0476], [-2.7260, 4.3889, 3.3359], [-2.1328, 2.9466, 4.1615], [-3.7753, 2.9687, 3.4944], [5.0178, -3.9840, 1.0147], [3.8284, -3.4498, 0.6526], [3.2701, -3.8343, -0.5552], [2.0653, -3.2762, -0.9368], [1.4227, -2.3559, -0.1199], [1.9839, -2.0216, 1.1027], [3.2005, -2.5538, 1.4955], [-0.4161, -1.4574, -0.7888], [0.2185, -1.2482, -2.8510], [1.5343, -0.9275, -3.1568], [1.9317, -0.7534, -4.4715], [0.9895, -0.9001, -5.4727], [1.3734, -0.7551, -6.7658], [-0.3316, -1.1943, -5.1961], [-0.7137, -1.3570, -3.8749], [-1.3031, -3.4519, -0.9843], [-1.2226, -4.2651, -2.1010], [-1.7266, -5.5559, -2.0728], [-2.3093, -6.0172, -0.9073], [-2.8033, -7.2794, -0.8756], [-2.4025, -5.2294, 0.2238], [-1.8942, -3.9452, 0.1695], [3.7835, -4.5515, -1.1748], [1.6156, -3.5620, -1.8764], [1.4701, -1.3433, 1.7626], [3.6587, -2.2762, 2.4307], [2.2502, -0.7997, -2.3573], [2.9497, -0.5014, -4.7267], [-1.0407, -1.2860, -6.0050], [-1.7473, -1.5708, -3.6357], [-0.7650, -3.8919, -3.0046], [-1.6731, -6.2039, -2.9333], [-2.8628, -5.6258, 1.1160], [-1.9528, -3.3074, 1.0439]]}

---

{"formula": "C29H26N5O10P2STa", "method": "wB97M-V/def2-TZVPD", "orbital_gap_ha": [0.225, 0.281], "total_charge": 1, "lumo_energy_ev": [-3.3, -3.6], "fmax_ev_per_a": 4.5, "total_energy_ev": -89388.9216, "s_squared": 0.756, "spin_multiplicity": 2, "species": ["Ta", "C", "C", "N", "C", "C", "C", "C", "C", "C", "C", "C", "C", "N", "C", "H", "H", "H", "H", "H", "H", "H", "H", "O", "P", "O", "O", "O", "P", "O", "O", "O", "H", "H", "C", "C", "C", "C", "C", "C", "C", "S", "O", "O", "N", "C", "C", "C", "C", "C", "N", "H", "H", "H", "H", "H", "H", "H", "H", "H", "H", "H", "O", "N", "C", "C", "C", "C", "C", "H", "H", "H", "H", "H"], "positions_angstrom": [[0.4098, 0.9117, 0.2494], [-0.8161, 2.7309, 4.1513], [-0.0532, 2.1427, 3.1543], [-0.5822, 1.5056, 2.1118], [-1.9338, 1.3428, 2.1047], [-2.7805, 1.9036, 3.0773], [-2.1915, 2.6475, 4.1016], [-4.1865, 1.6365, 2.9895], [-4.6805, 0.7930, 2.0586], [-3.8199, 0.1386, 1.1172], [-4.2455, -0.8440, 0.2227], [-3.3020, -1.4708, -0.5705], [-1.9827, -1.0579, -0.5257], [-1.5536, -0.0650, 0.2540], [-2.4541, 0.4758, 1.1168], [-0.3228, 3.2554, 4.9567], [1.0240, 2.1885, 3.1913], [-2.8037, 3.1189, 4.8593], [-4.8427, 2.1015, 3.7141], [-5.7394, 0.5712, 2.0166], [-5.2887, -1.1283, 0.1756], [-3.5904, -2.2701, -1.2377], [-1.2334, -1.5134, -1.1555], [2.3133, 2.7737, -0.8543], [2.4496, 2.7975, 0.7482], [3.6926, 3.3586, 1.2338], [1.9749, 1.3971, 1.1917], [1.1321, 3.7032, 1.0929], [-0.0871, 3.9067, 0.0434], [-1.2260, 4.4191, 1.0328], [0.2154, 4.8077, -1.0632], [-0.5540, 2.4748, -0.3171], [3.0751, 3.2231, -1.2541], [-1.2796, 5.3868, 1.0287], [2.2801, -6.1480, -3.2945], [2.3873, -4.8084, -2.6239], [3.4755, -4.4943, -1.8155], [3.5539, -3.2679, -1.1731], [2.5330, -2.3509, -1.3492], [1.4528, -2.6247, -2.1813], [1.3888, -3.8495, -2.8150], [2.4585, -0.8758, -0.3826], [2.0779, 0.2422, -1.2541], [3.6442, -0.7363, 0.3970], [1.0921, -1.0065, 0.4873], [1.1046, -1.6908, 1.7217], [1.8825, -2.8206, 1.9830], [1.7673, -3.4296, 3.2183], [0.9000, -2.9026, 4.1637], [0.1841, -1.7730, 3.8183], [0.2741, -1.1814, 2.6286], [3.1290, -6.7830, -3.0507], [2.2370, -6.0259, -4.3777], [1.3670, -6.6586, -2.9853], [4.2685, -5.2186, -1.6800], [4.3939, -3.0107, -0.5390], [0.6990, -1.8599, -2.3329], [0.5554, -4.0767, -3.4691], [2.5598, -3.2065, 1.2370], [2.3463, -4.3173, 3.4362], [0.7860, -3.3557, 5.1380], [-0.4975, -1.3039, 4.5211], [-0.3738, 0.5261, -2.0495], [-0.5646, 1.5977, -2.8061], [-1.7985, 2.1172, -2.9208], [-2.0171, 3.2491, -3.6714], [-0.9534, 3.8561, -4.3226], [0.3031, 3.2843, -4.2145], [0.4730, 2.1485, -3.4542], [-2.5698, 1.5982, -2.3732], [-3.0159, 3.6564, -3.7299], [-1.0997, 4.7614, -4.8936], [1.1594, 3.7229, -4.7049], [1.4197, 1.6541, -3.3019]]}

---

{"formula": "C29H26N7O5S5Tc", "method": "wB97M-V/def2-TZVPD", "e_above_lowest_ev": 0.000, "orbital_gap_ha": [0.260, 0.229], "lumo_energy_ev": [-0.9, -1.7], "fmax_ev_per_a": 0.6, "total_energy_ev": -107537.9764, "s_squared": 2.013, "spin_multiplicity": 3, "species": ["Tc", "O", "N", "C", "C", "C", "C", "C", "S", "H", "H", "H", "H", "N", "C", "S", "C", "C", "C", "N", "C", "C", "H", "H", "H", "H", "H", "H", "S", "C", "N", "O", "S", "O", "O", "C", "N", "C", "C", "C", "N", "C", "C", "C", "N", "C", "C", "H", "H", "H", "H", "H", "H", "C", "C", "C", "C", "C", "C", "C", "S", "C", "O", "H", "H", "H", "H", "H", "H", "H", "H", "H", "H"], "positions_angstrom": [[1.6874, 0.5213, -0.5214], [1.9255, -1.5009, -0.8321], [3.1436, -1.9083, -1.2493], [3.3517, -3.2455, -1.2407], [4.5346, -3.7696, -1.6722], [5.5270, -2.8923, -2.1294], [5.2908, -1.5436, -2.1288], [4.0672, -1.0192, -1.6740], [3.7343, 0.6740, -1.6537], [2.5117, -3.8157, -0.8746], [4.6800, -4.8391, -1.6568], [6.4743, -3.2772, -2.4818], [6.0338, -0.8383, -2.4732], [-4.8881, -1.4100, 1.3039], [-3.9927, -0.9529, 2.1854], [-4.2496, -0.8108, 3.8017], [-2.6706, -0.5991, 1.5908], [-1.9600, 0.5057, 2.0502], [-0.7571, 0.8288, 1.4551], [-0.2175, 0.0854, 0.4747], [-0.8820, -1.0062, 0.0680], [-2.1121, -1.3654, 0.5761], [-5.8129, -1.6362, 1.6346], [-4.7682, -1.2889, 0.3049], [-2.3645, 1.1256, 2.8377], [-0.2094, 1.7198, 1.7339], [-0.4137, -1.5812, -0.7205], [-2.6072, -2.2453, 0.1874], [1.3628, 2.8644, -0.1577], [2.9382, 3.4364, 0.0589], [4.0063, 3.8491, 0.2180], [-5.9244, -2.4840, -1.9537], [-6.3224, -1.2566, -2.6307], [-6.0541, -0.0507, -1.8700], [-7.5936, -1.2991, -3.3092], [-5.0707, -1.2111, -3.9634], [-5.2846, -1.8479, -5.1148], [-4.2698, -1.8916, -5.9678], [-3.0150, -1.3478, -5.6954], [-2.9165, -0.6986, -4.4774], [-3.9398, -0.6114, -3.6396], [-1.6853, -0.1419, -3.8718], [-0.3950, -0.5846, -4.1471], [0.6256, -0.2417, -3.2787], [0.4182, 0.5442, -2.2116], [-0.7888, 1.1139, -2.0632], [-1.8581, 0.7802, -2.8441], [-4.4519, -2.4025, -6.9080], [-2.1980, -1.4256, -6.3995], [-0.1948, -1.2904, -4.9419], [1.6173, -0.6578, -3.3811], [-0.9051, 1.7826, -1.2231], [-2.8487, 1.1515, -2.6229], [0.7945, 4.7150, 5.7017], [1.2019, 3.4742, 4.9598], [2.2107, 3.5206, 3.9977], [2.5739, 2.3901, 3.2857], [1.9054, 1.2015, 3.5441], [0.8890, 1.1248, 4.4863], [0.5521, 2.2632, 5.1983], [2.2929, -0.2560, 2.6177], [3.8534, -0.7080, 3.3686], [2.7681, 0.2448, 1.2546], [1.5910, 5.4575, 5.6956], [0.5371, 4.4902, 6.7363], [-0.0830, 5.1662, 5.2340], [2.7123, 4.4578, 3.7902], [3.3368, 2.4445, 2.5144], [0.3553, 0.1953, 4.6506], [-0.2396, 2.2157, 5.9360], [4.5442, 0.1252, 3.2517], [4.2211, -1.5943, 2.8546], [3.6749, -0.9222, 4.4216]]}

---

Number 1 is which compound? C29H26F3NO6PPdS2Sb